[1]
Entry from OMol25: a structure of composition C14H32ClP2S4V (ωB97M-V with the def2-TZVPD basis set).

Each line ends with the Löwdin spin population.
Positions of all 54 atoms, in Å:
1 V 0.294324 -0.412539 0.089863  0.930
2 C -2.529909 1.030103 -1.265539  0.009
3 C -2.874209 -0.447335 -1.331799  0.002
4 S -1.427835 -1.523212 -1.444965  -0.002
5 C -1.269959 -1.811106 -3.226784  -0.003
6 C -0.801403 -0.670658 -4.114700  0.000
7 S 0.902599 -0.224408 -3.739359  0.001
8 C 0.790910 1.566366 -3.622419  0.000
9 C 1.879949 2.068463 -2.692591  0.001
10 S 1.770268 1.592535 -0.939417  0.002
11 C 0.840823 2.987422 -0.263899  0.004
12 C -0.663829 2.946064 -0.481931  0.002
13 S -1.382539 1.378854 0.099512  0.014
14 H -3.422107 1.639874 -1.125337  0.000
15 H -2.026531 1.341786 -2.179326  0.000
16 H -3.522224 -0.632406 -2.190200  0.000
17 H -3.431762 -0.752252 -0.445932  0.000
18 H -2.245068 -2.176356 -3.556696  0.000
19 H -0.582621 -2.655774 -3.295509  0.000
20 H -1.445278 0.202144 -3.999562  0.000
21 H -0.883039 -0.985258 -5.155608  0.000
22 H -0.192689 1.854739 -3.249987  0.000
23 H 0.924812 2.028825 -4.601610  0.000
24 H 1.915862 3.159115 -2.697265  0.000
25 H 2.856858 1.722778 -3.031953  0.000
26 H 1.249115 3.906688 -0.685801  0.000
27 H 1.067370 3.009952 0.799733  0.001
28 H -0.902533 3.030702 -1.541536  0.000
29 H -1.147006 3.772173 0.038569  0.000
30 C -1.128000 -3.555816 1.405088  0.001
31 P -0.748779 -1.814335 1.762556  -0.006
32 C -2.291918 -1.239780 2.564253  -0.002
33 C 0.400357 -1.948553 3.198352  -0.003
34 C 1.006632 -0.579276 3.503854  -0.002
35 P 1.778385 0.130917 1.987474  0.008
36 C 3.400652 -0.693187 1.938910  0.004
37 C 2.281462 1.771714 2.622338  0.001
38 H -1.463827 -4.056488 2.314314  0.000
39 H -0.231810 -4.044865 1.025471  0.000
40 H -1.905534 -3.627958 0.646672  0.000
41 H -2.531731 -1.837699 3.444472  0.000
42 H -3.119269 -1.328741 1.857780  0.000
43 H -2.218889 -0.192268 2.857983  0.000
44 H 1.175026 -2.669956 2.925268  0.000
45 H -0.124461 -2.356198 4.064099  0.000
46 H 1.738700 -0.624340 4.312756  0.000
47 H 0.224901 0.116291 3.827549  0.000
48 H 3.922072 -0.523263 2.881814  0.000
49 H 3.990140 -0.276289 1.121660  0.000
50 H 3.295683 -1.758864 1.753324  0.000
51 H 2.885512 1.639307 3.521281  0.000
52 H 1.413486 2.378881 2.884613  0.000
53 H 2.881213 2.305176 1.884127  0.000
54 Cl 1.627650 -2.161689 -0.453958  0.041

Cartesian forces (eV/Å) of the 6 atoms listed first:
0.329 0.082 -0.829
0.024 -0.028 -0.078
-0.104 0.100 -0.033
0.076 0.028 0.076
-0.113 -0.103 -0.101
-0.210 -0.044 0.030

## Properties
**Kohn-Sham gap (alpha / beta)**: 7.6 / 7.1 eV
**⟨S²⟩**: 0.76
**Multiplicity**: 2
**Charge**: +1
**LUMO (alpha / beta)**: -2.6 / -2.5 eV


[2]
Entry from OMol25: a structure of composition C14H32EuN6O7 (ωB97M-V with the def2-TZVPD basis set).

Each line ends with the Löwdin spin population.
Positions of all 60 atoms, in Å:
1 O -0.174184 -0.182300 -3.588895  0.002
2 H 0.674390 0.311289 -3.688670  0.000
3 Eu -0.084800 -0.066178 -0.041748  6.929
4 N 0.158198 2.732364 0.402604  -0.131
5 N 1.841636 1.251595 -0.716427  0.106
6 N -1.682599 -1.764167 0.959444  0.021
7 N -0.202489 -2.267795 -1.103702  -0.001
8 O -0.753679 3.380470 0.994620  -0.128
9 O -2.341682 -1.591281 2.187155  0.005
10 O 0.420396 -2.485386 -2.325603  0.000
11 O 2.564841 0.360274 -1.297628  0.117
12 C 2.324065 2.491653 -0.437477  -0.077
13 C 1.414948 3.282034 0.308140  0.080
14 C -1.657542 -3.044573 0.584334  0.025
15 C -0.813581 -3.327000 -0.562913  0.037
16 C 1.814396 4.514854 1.035814  0.019
17 H 2.417568 4.246027 1.918007  0.007
18 H 0.922706 5.045840 1.381014  0.001
19 H 2.428826 5.162830 0.399463  0.003
20 C 3.709242 2.878544 -0.780636  -0.019
21 H 3.799862 3.140008 -1.839974  -0.006
22 H 4.395900 2.057319 -0.576233  -0.004
23 H 4.010194 3.740360 -0.187755  0.000
24 C -2.365025 -4.115530 1.340625  0.003
25 C -0.707809 -4.723633 -1.071470  0.006
26 H -2.923253 -3.633354 2.148357  0.000
27 H -1.640052 -4.821978 1.767318  0.001
28 H -3.034692 -4.693805 0.689266  0.001
29 H -0.061498 -4.775725 -1.950314  0.000
30 H -1.697223 -5.112297 -1.345321  0.002
31 H -0.308828 -5.384121 -0.289488  0.002
32 H -2.249624 -0.635124 2.373269  0.000
33 H 0.233831 -1.647303 -2.866504  0.000
34 C -0.942143 0.484642 -2.444477  0.005
35 H -0.216065 1.134505 -1.914366  0.001
36 H -1.480662 -0.317780 -1.888724  0.002
37 H -1.702417 1.141094 -2.891800  0.000
38 O -3.370606 2.586503 -0.080583  0.001
39 H -3.838602 2.244033 0.692756  0.000
40 H -2.553852 3.026188 0.279738  0.000
41 C -1.357607 1.650002 3.969027  -0.001
42 N -0.370776 0.666055 4.378868  0.001
43 C -0.109980 0.510343 5.796836  0.000
44 C 0.262902 0.026000 3.369188  0.000
45 O -0.121151 0.365773 2.205304  -0.010
46 N 1.220124 -0.934168 3.483553  0.000
47 C 1.764802 -1.441822 4.731702  0.000
48 C 1.792557 -1.479786 2.251093  0.001
49 H -1.680784 2.209873 4.846834  0.000
50 H -2.228655 1.161283 3.512370  0.000
51 H -0.949819 2.322484 3.210326  0.000
52 H -0.311614 -0.521244 6.129671  0.000
53 H 0.933325 0.774715 6.036026  0.000
54 H -0.779338 1.182388 6.342184  0.000
55 H 2.506153 -2.203355 4.489550  0.000
56 H 2.251742 -0.648624 5.311994  0.000
57 H 0.981758 -1.918579 5.330884  0.000
58 H 1.038393 -2.056055 1.689475  0.000
59 H 2.208036 -0.691229 1.601463  0.000
60 H 2.595836 -2.167249 2.524139  0.000

Cartesian forces (eV/Å) of the 6 atoms listed first:
-0.404 1.026 1.690
-0.757 -0.447 0.303
1.847 1.882 0.752
2.893 0.346 -1.470
0.442 3.062 1.203
-0.533 -2.775 0.410

## Properties
**Kohn-Sham gap (alpha / beta)**: 3.9 / 4.0 eV
**⟨S²⟩**: 15.91
**Multiplicity**: 8
**Charge**: 0
**LUMO (alpha / beta)**: -1.0 / -0.9 eV


[3]
Entry from OMol25: a structure of composition C14H32N5O3PS2Sn (ωB97M-V with the def2-TZVPD basis set).

Each line ends with the Mulliken charge.
Positions of all 58 atoms, in Å:
1 Sn 0.605618 -0.635992 -2.662912  0.608
2 C 2.787440 -1.029873 -5.273001  -1.391
3 C 3.581641 -0.276546 -4.245504  0.063
4 O 2.759890 -0.118282 -3.024335  -0.308
5 H 3.394075 -1.137394 -6.172458  0.393
6 H 1.883060 -0.491510 -5.565601  0.340
7 H 2.526484 -2.034104 -4.934262  0.343
8 H 3.841661 0.724485 -4.580734  0.330
9 H 4.481028 -0.811863 -3.950262  0.300
10 H 3.245827 0.353008 -2.335031  0.239
11 C -3.291589 2.508588 0.496467  -1.367
12 C -3.891122 1.530550 -0.502122  1.311
13 C -4.199907 2.182236 -1.843349  -1.877
14 C -5.123454 0.823354 0.082433  -1.568
15 N -2.880792 0.445919 -0.691532  0.600
16 N -2.826788 -0.340702 -1.744093  -0.476
17 H -4.034279 3.268831 0.736576  0.504
18 H -2.419199 3.025980 0.099359  0.129
19 H -3.020618 2.008208 1.430340  0.377
20 H -4.791361 3.078180 -1.661554  0.436
21 H -4.798165 1.545040 -2.499871  0.520
22 H -3.289296 2.499836 -2.357271  0.408
23 H -5.900737 1.570645 0.247020  0.416
24 H -4.899846 0.361939 1.045566  0.377
25 H -5.521892 0.072393 -0.602056  0.406
26 H -2.417290 0.040029 0.119911  0.159
27 H -3.337584 0.016246 -2.544254  0.265
28 H -2.945310 -1.335062 -1.567501  0.257
29 C 2.523748 1.099508 1.989727  -1.056
30 C 1.091311 1.107939 2.467283  0.576
31 C 0.909017 0.815978 3.936427  -1.353
32 O 0.277973 0.139158 1.646838  -0.150
33 P 0.585497 -1.329603 1.284485  0.655
34 S -1.006178 -2.213247 0.432795  -0.294
35 S 1.711537 -1.663408 -0.371683  -0.227
36 O 1.143379 -2.001266 2.548756  -0.262
37 C 1.796355 -3.317575 2.863669  0.508
38 C 1.096944 -4.459398 2.169825  -1.322
39 C 3.270761 -3.200420 2.560674  -1.180
40 H 3.080037 1.867772 2.527882  0.466
41 H 2.587425 1.320937 0.923945  0.201
42 H 3.008345 0.141627 2.194829  0.195
43 H 0.606699 2.045630 2.208388  0.309
44 H 1.391437 -0.115846 4.224691  0.229
45 H -0.148156 0.774552 4.197047  0.352
46 H 1.363962 1.625760 4.507997  0.478
47 H 1.632159 -3.369041 3.936639  0.238
48 H 1.234378 -4.419720 1.087870  0.296
49 H 0.033393 -4.481261 2.402874  0.356
50 H 1.538871 -5.390266 2.526560  0.460
51 H 3.455103 -3.130101 1.488955  0.257
52 H 3.772191 -4.096687 2.928474  0.457
53 H 3.710934 -2.341239 3.066400  0.311
54 N 0.441774 1.277681 -1.882667  -0.550
55 C 0.376038 2.425058 -1.584390  0.779
56 N 0.391505 3.629446 -1.340156  -0.593
57 C -0.365857 4.378978 -0.562794  0.533
58 N -1.028066 5.034901 0.118713  -0.465

Cartesian forces (eV/Å) of the 6 atoms listed first:
0.066 0.087 0.184
-0.026 -0.027 -0.067
-0.006 0.050 0.170
0.005 -0.116 -0.107
-0.007 -0.013 0.012
0.005 0.019 0.009

## Properties
**Kohn-Sham gap (alpha / beta)**: 5.9 / 6.9 eV
**Relative energy (zero: lowest compared OMol25 entry of this formula, charge and spin)**: 0.528 eV
**Charge**: +2
**LUMO (alpha / beta)**: -8.8 / -7.9 eV


[4]
Entry from OMol25: a structure of composition C14H32N6O6PdS (ωB97M-V with the def2-TZVPD basis set).

Each line ends with the Löwdin spin population.
Positions of all 60 atoms, in Å:
1 O 0.130568 -0.084597 -3.498183  0.002
2 H -0.093054 -0.109202 -4.441239  0.000
3 Pd 0.478064 -0.285057 0.111620  -0.004
4 N 0.194950 1.521382 0.877551  0.405
5 N 1.825384 0.704845 -0.963116  0.356
6 N -1.076712 -1.126157 1.030780  0.010
7 N 0.335661 -2.009162 -0.909180  0.010
8 O -0.680390 1.804221 1.783322  0.324
9 O -1.831210 -0.515610 1.958467  -0.001
10 O 1.088250 -2.340019 -1.989604  0.000
11 O 2.529915 0.114795 -1.845553  0.443
12 C 1.956853 2.007765 -0.604027  0.177
13 C 1.097913 2.432537 0.446324  0.138
14 C -1.340877 -2.384040 0.684311  0.023
15 C -0.577075 -2.854703 -0.438313  0.021
16 C 1.247333 3.670816 1.240211  0.016
17 H 2.018932 3.509149 2.012959  0.008
18 H 0.302882 3.921639 1.724888  0.001
19 H 1.566889 4.502678 0.616901  0.001
20 C 2.997902 2.849749 -1.257363  0.021
21 H 2.767727 3.012057 -2.318538  0.007
22 H 3.968442 2.336723 -1.192467  0.006
23 H 3.075465 3.831525 -0.783945  -0.001
24 C -2.384028 -3.173562 1.384561  0.003
25 C -0.844485 -4.181108 -1.050341  0.003
26 H -2.922425 -2.545923 2.095505  0.000
27 H -1.959407 -4.019265 1.942228  0.001
28 H -3.097837 -3.596130 0.673837  0.001
29 H -0.231331 -4.347245 -1.939945  0.000
30 H -1.902107 -4.263580 -1.335341  0.001
31 H -0.654036 -4.987827 -0.329900  0.001
32 H -1.437472 0.444925 1.964605  -0.001
33 H 1.619988 -1.503569 -2.170642  -0.001
34 C -0.881924 0.658955 -2.818241  0.002
35 H -0.420852 1.576126 -2.437272  0.001
36 H -1.257429 0.049388 -1.985217  0.000
37 H -1.725131 0.938276 -3.474377  0.000
38 O -3.595709 2.571771 -0.381875  0.001
39 H -3.816349 1.645786 -0.190298  0.000
40 H -2.777038 2.703895 0.137356  0.000
41 C 0.564217 2.086764 6.522402  0.000
42 C 0.182232 1.354903 5.253842  0.002
43 N 1.409162 0.817079 4.601126  0.006
44 C 1.353085 -0.326386 3.884731  0.009
45 S 2.281300 -0.516358 2.481595  0.003
46 N 0.523239 -1.301177 4.370610  0.004
47 C 0.670686 -1.748214 5.770457  0.001
48 C -0.537853 -2.576501 6.172846  0.000
49 H 1.249540 1.488184 7.127822  0.000
50 H -0.332782 2.290333 7.112908  0.000
51 H 1.052819 3.036336 6.278885  0.000
52 H -0.466010 0.499768 5.454503  0.000
53 H -0.343496 2.013121 4.543065  0.001
54 H 2.022867 1.525605 4.202121  0.000
55 H 0.474073 -2.091925 3.729321  0.000
56 H 1.587043 -2.354363 5.857205  0.000
57 H 0.790199 -0.870261 6.416757  0.000
58 H -0.596547 -3.476075 5.548375  0.000
59 H -0.434639 -2.883014 7.218845  0.000
60 H -1.473976 -2.013070 6.073037  0.000

Cartesian forces (eV/Å) of the 6 atoms listed first:
-0.484 -0.015 -0.744
0.197 -0.018 0.501
-0.726 1.375 -0.542
-0.477 -1.940 -0.068
-0.939 -2.714 0.499
-0.376 -2.310 -0.543

## Properties
**Kohn-Sham gap (alpha / beta)**: 5.0 / 7.2 eV
**⟨S²⟩**: 2.01
**Relative energy (zero: lowest compared OMol25 entry of this formula, charge and spin)**: 0.000 eV
**Multiplicity**: 3
**Charge**: 0
**LUMO (alpha / beta)**: -0.3 / -0.6 eV


Number 1: strongest force on any atom 0.0174 Eh/bohr, electronic energy -115163.240 eV. Number 2: strongest force on any atom 0.0711 Eh/bohr, electronic energy -57631.794 eV. Number 3: strongest force on any atom 0.0130 Eh/bohr, electronic energy -65405.979 eV. Number 4: strongest force on any atom 0.0679 Eh/bohr, electronic energy -50571.234 eV.